Density functional theory data (ωB97M-V/def2-TZVPD) for C6H6N2 as an isolated structure in a non-equilibrium geometry.

```
14
C6H6N2 | the OMol25 dataset | ωB97M-V/def2-TZVPD
C -1.7476 -1.5479 1.8137
C -1.1642 -1.6316 0.5927
C -0.2712 -0.5581 0.0913
C 0.7554 -0.7429 -0.9823
C 1.2970 0.4399 -1.5446
C 1.1708 1.7795 -0.9516
H -1.3489 -0.5535 2.6626
H -2.7184 -2.2175 2.0449
H -1.3937 -2.5048 -0.0762
H 1.0092 -1.8292 -1.4189
H 1.9838 0.7441 -2.4290
H 1.4555 2.7553 -1.5412
N 0.4561 1.7633 0.2780
N -0.3458 0.6898 0.6710
```

Its largest force on an atom is 0.0986 hartree/bohr. The HOMO energy comes out at -9.1 eV. The HOMO-LUMO gap comes out at 9.015 eV. The calculation puts the energy above the lowest of the compared OMol25 structures with the same formula, charge and spin at 103.1 kcal/mol.


Density functional theory data (ωB97M-V/def2-TZVPD) for one molecule with the formula C6H6N2 in a non-equilibrium geometry.

```
14
C6H6N2 | the OMol25 dataset | ωB97M-V/def2-TZVPD
C -0.2344 1.2430 -1.6445
C -0.5065 0.5432 0.3480
C -0.4651 0.1222 1.6119
C 0.2538 -1.0496 1.8565
C 1.0307 -1.4421 0.6530
C 0.2412 -0.7613 -0.3627
H 1.2556 0.0342 -2.3196
H -0.4490 1.5582 -2.7116
H -1.1922 0.3145 2.4924
H 0.0683 -1.6841 2.9461
H 1.8582 -2.0696 0.5003
H -0.6098 -1.5328 -0.6478
N 0.6013 0.2414 -1.4654
N -1.0084 1.3939 -0.6821
```

Its largest force on an atom is 0.1578 hartree/bohr. The SMILES is C1=C[C@@H]2NC=NC2=C1. The HOMO energy comes out at -7.9 eV. The HOMO-LUMO gap comes out at 8.002 eV. The calculation puts the energy above the lowest of the compared OMol25 structures with the same formula, charge and spin at 106.4 kcal/mol.


Density functional theory data (ωB97M-V/def2-TZVPD) for one molecule with the formula C6H6N2O2 in a non-equilibrium geometry.

```
16
C6H6N2O2 | the OMol25 dataset | ωB97M-V/def2-TZVPD
C 1.3265 -1.1714 1.3710
C -0.1420 -0.9657 1.7181
C -0.9851 -0.2012 1.1448
C -0.9103 0.4640 -0.2362
C -1.2688 1.6915 -1.9023
C -0.1263 0.9552 -2.2284
H 2.9766 -0.8239 1.8507
H -0.3434 -1.5208 2.5877
H -2.1729 0.0358 1.3467
H -1.5094 2.4511 -2.5059
H 0.3094 0.6988 -3.0573
H 0.7635 -0.6314 -1.0440
N -1.7511 1.3297 -0.6521
N 0.0270 0.1943 -1.1093
O 2.1423 -0.7995 2.3777
O 1.6640 -1.7066 0.3389
```

Its largest force on an atom is 0.1553 hartree/bohr. The SMILES is O=C(O)/C=C\c1ncc[nH]1. The HOMO energy comes out at -8.6 eV. The HOMO-LUMO gap comes out at 9.155 eV. The calculation puts the energy above the lowest of the compared OMol25 structures with the same formula, charge and spin at 46.2 kcal/mol.


Density functional theory data (ωB97M-V/def2-TZVPD) for C6H6N2O2S2 as an isolated structure in a non-equilibrium geometry.

```
18
C6H6N2O2S2 | the OMol25 dataset | ωB97M-V/def2-TZVPD
C 1.7284 -1.5696 0.0371
C 0.5946 -0.7359 -0.5130
C 2.4805 -0.9674 0.9211
C 0.9198 0.6180 -0.2561
C -1.1464 1.1892 -1.3462
C 0.0196 1.5577 -0.5385
N -1.9354 0.2555 -1.0923
N -1.6386 0.9068 1.3117
O -0.5910 -1.1418 0.4136
O -3.1757 -1.0105 0.5636
S 2.2016 0.7702 0.8336
S -1.9907 -0.2187 0.4098
H 1.7211 -2.5334 -0.2866
H 0.3843 -1.1017 -1.6107
H 3.2601 -1.4037 1.6570
H -1.3648 1.8026 -2.2172
H 0.5269 2.5949 -0.5408
H -1.9944 0.9877 2.2539
```

Its largest force on an atom is 0.0894 hartree/bohr. The HOMO energy comes out at -8.5 eV. The HOMO-LUMO gap comes out at 7.800 eV. The calculation puts the energy above the lowest of the compared OMol25 structures with the same formula, charge and spin at 79.4 kcal/mol.


What did the third record say?
Density functional theory data (ωB97M-V/def2-TZVPD) for one molecule with the formula C6H6N2O2 in a non-equilibrium geometry.

```
16
C6H6N2O2 | the OMol25 dataset | ωB97M-V/def2-TZVPD
C 1.3265 -1.1714 1.3710
C -0.1420 -0.9657 1.7181
C -0.9851 -0.2012 1.1448
C -0.9103 0.4640 -0.2362
C -1.2688 1.6915 -1.9023
C -0.1263 0.9552 -2.2284
H 2.9766 -0.8239 1.8507
H -0.3434 -1.5208 2.5877
H -2.1729 0.0358 1.3467
H -1.5094 2.4511 -2.5059
H 0.3094 0.6988 -3.0573
H 0.7635 -0.6314 -1.0440
N -1.7511 1.3297 -0.6521
N 0.0270 0.1943 -1.1093
O 2.1423 -0.7995 2.3777
O 1.6640 -1.7066 0.3389
```

Its largest force on an atom is 0.1553 hartree/bohr. The SMILES is O=C(O)/C=C\c1ncc[nH]1. The HOMO energy comes out at -8.6 eV. The HOMO-LUMO gap comes out at 9.155 eV. The calculation puts the energy above the lowest of the compared OMol25 structures with the same formula, charge and spin at 46.2 kcal/mol.